No. 1
{
  "formula": "C4H13N3",
  "method": "ωB97M-V/def2-TZVPD",
  "gap_ev": 9.6,
  "charge": 0,
  "smiles": "C[C@H](CN)NCN",
  "homo_energy_ev": -8.419,
  "species": ["C", "C", "C", "N", "N", "C", "N", "H", "H", "H", "H", "H", "H", "H", "H", "H", "H", "H", "H", "H"],
  "xyz": [[0.5907, -1.6707, 0.0435], [0.3560, -0.1861, -0.3112], [1.6184, 0.7176, -0.3680], [2.6375, 0.3824, -1.3664], [-0.6097, 0.4973, 0.5296], [-2.0372, 0.1979, 0.2985], [-2.7890, 0.4575, 1.4971], [1.2143, -2.0641, -0.7594], [1.1613, -1.6638, 0.9804], [-0.4329, -2.0466, 0.0920], [0.0125, 0.0054, -1.3550], [1.9427, 0.5950, 0.6769], [1.3597, 1.7662, -0.6240], [2.9619, 0.9946, -2.0859], [3.1450, -0.4561, -1.1595], [-0.5223, 1.5046, 0.4940], [-1.9461, -0.8799, 0.0853], [-2.6062, 0.6352, -0.5486], [-2.5868, 0.0235, 2.3751], [-3.4699, 1.1902, 1.5055]],
  "atomic_forces_ev_per_a": [[0.0, 2.3, -0.4], [-0.1, 2.0, -2.6], [0.4, -0.1, 0.0], [-1.0, -1.1, 1.2], [-0.8, 0.5, 0.5], [0.7, -1.5, 1.1], [-0.6, 0.1, -0.7], [-0.3, -0.5, 0.1], [-0.5, -0.5, 0.0], [0.6, -0.9, 0.2], [-0.1, -1.3, 0.0], [0.8, 0.8, -0.1], [-0.3, -0.6, 0.7], [-0.1, 0.1, 0.2], [0.4, 0.1, -0.4], [0.5, 0.0, 0.1], [-0.9, 0.1, 0.0], [0.8, 0.2, 0.2], [0.3, 0.0, -0.1], [0.0, 0.0, 0.0]]
}

---

No. 2
{
  "formula": "C25H70FN5O5",
  "method": "ωB97M-V/def2-TZVPD",
  "gap_ev": 10.5,
  "charge": 4,
  "homo_energy_ev": -18.882,
  "species": ["F", "C", "N", "C", "C", "C", "C", "O", "H", "H", "H", "H", "H", "H", "H", "H", "H", "H", "H", "H", "H", "H", "C", "N", "C", "C", "C", "C", "O", "H", "H", "H", "H", "H", "H", "H", "H", "H", "H", "H", "H", "H", "H", "C", "N", "C", "C", "C", "C", "O", "H", "H", "H", "H", "H", "H", "H", "H", "H", "H", "H", "H", "H", "H", "C", "N", "C", "C", "C", "C", "O", "H", "H", "H", "H", "H", "H", "H", "H", "H", "H", "H", "H", "H", "H", "C", "N", "C", "C", "C", "C", "O", "H", "H", "H", "H", "H", "H", "H", "H", "H", "H", "H", "H", "H", "H"],
  "xyz": [[24.0832, 8.1428, 18.5443], [24.8226, 5.2464, 21.7397], [23.7338, 4.2963, 21.1672], [24.2983, 2.8458, 21.4481], [22.3456, 4.4930, 21.8140], [23.4081, 4.3957, 19.6208], [24.6422, 4.4976, 18.6294], [25.3559, 5.6520, 18.7470], [25.8134, 4.9534, 21.3928], [24.6234, 5.4220, 22.7969], [24.5838, 6.1810, 21.2321], [25.0040, 2.5076, 20.6895], [23.4966, 2.1151, 21.3411], [24.7640, 2.6341, 22.4106], [22.0400, 5.4174, 21.3238], [22.3508, 4.6368, 22.8944], [21.7227, 3.6553, 21.5005], [22.8613, 5.3307, 19.4984], [22.6575, 3.6233, 19.4534], [24.2768, 4.4648, 17.6030], [25.3516, 3.6823, 18.7714], [24.8947, 6.3979, 18.3564], [20.5881, 3.3578, 13.6620], [21.3072, 4.1571, 14.8043], [20.9908, 3.5231, 16.2567], [22.7413, 3.8722, 14.4117], [21.0700, 5.6535, 14.7828], [21.5866, 6.5512, 15.9837], [22.9877, 6.5560, 16.1683], [20.6849, 2.2791, 13.7854], [20.8407, 3.7244, 12.6671], [19.5182, 3.4684, 13.8386], [20.8954, 2.4897, 15.9236], [20.0578, 3.9237, 16.6532], [21.7672, 3.5797, 17.0197], [22.9930, 2.9255, 14.8897], [23.3946, 4.6189, 14.8632], [22.8329, 3.8302, 13.3264], [19.9878, 5.7834, 14.7883], [21.4950, 6.0497, 13.8605], [21.0634, 6.1016, 16.8276], [21.2261, 7.5737, 15.8714], [23.2170, 7.2823, 16.7527], [23.4515, 10.7477, 24.7217], [23.6544, 10.6674, 23.1730], [23.9264, 12.1350, 22.7820], [25.0290, 9.9041, 22.9606], [22.4681, 9.9917, 22.4745], [22.7670, 9.2584, 21.2177], [23.2909, 10.0829, 20.2080], [24.2467, 11.2366, 25.2845], [23.4879, 9.7831, 25.2280], [22.5048, 11.2327, 24.9596], [24.8215, 12.6366, 23.1499], [22.9861, 12.6060, 23.0684], [24.0379, 12.1305, 21.6977], [24.7852, 8.9411, 23.4092], [25.8315, 10.3556, 23.5440], [25.2725, 9.8430, 21.8999], [21.5960, 10.6100, 22.2615], [22.1142, 9.2735, 23.2141], [21.7739, 8.8865, 20.9656], [23.4951, 8.4567, 21.3408], [23.5477, 9.4504, 19.5331], [19.2042, 8.7443, 18.3351], [19.3931, 10.0797, 17.6717], [19.2918, 11.1852, 18.7802], [20.8613, 10.1067, 17.1697], [18.3042, 10.4233, 16.6651], [17.8717, 9.2722, 15.8216], [18.8153, 8.7761, 14.9748], [19.1450, 8.0272, 17.5163], [18.2600, 8.7480, 18.8797], [20.0518, 8.4424, 18.9504], [20.1661, 11.2722, 19.4254], [18.3774, 11.2420, 19.3707], [19.1908, 12.1393, 18.2630], [21.2845, 11.1111, 17.1596], [20.8155, 10.0585, 16.0818], [21.5485, 9.4403, 17.6911], [18.7068, 11.1745, 15.9857], [17.3759, 10.7407, 17.1401], [17.0863, 9.5198, 15.1074], [17.3594, 8.4619, 16.3404], [18.4226, 8.2438, 14.2791], [30.1427, 8.8304, 21.8553], [29.0064, 8.1022, 21.0698], [29.5969, 6.8993, 20.3965], [27.9754, 7.6878, 22.1137], [28.6508, 9.0780, 19.9356], [27.4450, 8.6558, 19.1038], [26.3463, 8.8038, 19.9604], [30.3966, 8.2141, 22.7177], [29.7998, 9.8262, 22.1361], [31.0801, 8.8444, 21.2993], [28.8020, 6.1818, 20.1929], [30.2741, 6.3720, 21.0683], [30.1775, 7.1565, 19.5106], [28.3159, 6.9272, 22.8164], [27.1370, 7.2577, 21.5658], [27.5875, 8.5638, 22.6335], [29.4970, 9.1142, 19.2495], [28.5437, 10.0112, 20.4886], [27.4721, 7.6318, 18.7312], [27.4466, 9.2996, 18.2242], [25.5145, 8.6677, 19.5009]],
  "atomic_forces_ev_per_a": [[-0.2, -0.1, 0.1], [-2.1, 0.9, -1.7], [1.1, -2.3, 0.6], [-1.0, -0.4, -0.8], [1.2, 0.5, -0.8], [1.2, 0.9, 0.4], [-0.9, -1.1, 0.3], [1.1, 0.7, 1.0], [-0.2, -0.3, 0.5], [0.4, -0.7, 0.0], [0.3, 0.3, 0.0], [0.2, 0.8, -0.2], [-0.4, 0.3, 0.1], [-0.2, 1.0, 0.2], [-0.5, -0.1, 0.4], [0.4, -0.3, -0.1], [0.0, 0.1, 0.2], [0.2, 0.2, 0.2], [0.5, -0.4, -0.2], [-0.6, -0.6, 0.0], [-0.2, -0.2, 0.0], [-0.5, 0.9, 0.0], [-2.0, 0.8, 1.6], [1.1, -0.6, 0.5], [-0.2, -0.3, -2.5], [0.6, 0.1, 1.4], [0.1, 1.0, 0.1], [-0.1, -1.5, -0.4], [-0.5, -0.8, -0.5], [1.0, 0.2, 0.0], [0.2, 0.1, 0.4], [-0.1, 0.4, -0.2], [-0.3, -0.1, 0.8], [0.0, -0.1, -0.4], [0.4, 0.5, -0.7], [0.1, -0.2, -0.5], [-0.1, 0.1, -0.2], [0.1, 0.1, 0.3], [0.0, 0.1, -0.2], [-0.1, -0.2, -0.2], [0.1, 0.2, 0.7], [-0.3, -0.2, -0.5], [0.4, 0.5, 0.5], [-0.3, -0.7, 0.0], [3.0, 1.3, 1.9], [-1.6, -0.8, -1.5], [-2.1, -0.2, 0.4], [0.5, -0.1, 1.1], [0.8, 0.1, -0.5], [-0.8, 0.8, 0.9], [0.2, 0.7, -0.9], [-0.5, -0.5, -0.7], [0.1, 0.0, -0.3], [-0.2, -0.7, 0.8], [0.4, 0.6, -0.1], [-0.3, 0.1, -0.1], [0.5, -0.3, -0.3], [-0.4, 0.4, 0.0], [-0.1, 0.1, 0.1], [0.6, 1.0, 0.5], [0.0, -0.1, 0.0], [-0.1, -0.6, -0.3], [-0.3, -0.5, 0.4], [0.6, -0.6, -1.4], [-0.6, -0.3, -0.9], [1.2, 1.1, 3.1], [-0.1, 1.0, -0.9], [-0.8, 1.5, -1.7], [0.3, -0.7, -1.0], [-2.7, -0.9, -1.0], [3.2, -1.0, -0.6], [0.0, -0.1, 0.2], [0.2, 0.0, 0.0], [-0.1, 0.6, 0.1], [0.1, -0.6, -0.3], [-0.1, -1.2, -0.1], [0.5, 0.0, -0.4], [-0.3, 0.3, 1.1], [0.0, -1.3, 0.0], [-0.5, -0.2, -0.1], [0.0, 0.3, 0.4], [0.5, 0.4, 0.5], [-0.7, 1.4, 0.7], [0.2, -0.1, 0.9], [-0.1, 0.1, -0.1], [-0.1, -1.0, -0.1], [2.4, 0.3, 0.5], [0.1, -1.0, 0.7], [-0.9, 0.2, -1.3], [-0.7, -0.7, 0.3], [0.2, 0.3, 0.8], [-0.1, 0.5, 0.8], [-0.4, 0.1, 0.2], [0.1, -0.2, 0.0], [-0.4, 0.3, -0.5], [0.0, 0.3, -0.4], [0.0, 0.2, 0.2], [-0.3, 0.2, 0.1], [0.7, 0.3, -0.2], [0.0, 0.1, -0.1], [0.4, 0.0, -0.1], [0.3, 0.1, 0.5], [-0.5, 0.2, -0.7], [0.5, -0.2, 0.0], [-0.3, 0.3, 0.0], [-0.8, -0.4, -0.9]]
}

---

No. 3
{
  "formula": "C2H2FN3O",
  "method": "ωB97M-V/def2-TZVPD",
  "gap_ev": [7.3, 8.6],
  "spin_multiplicity": 3,
  "charge": 0,
  "homo_energy_ev": [-6.758, -10.567],
  "species": ["C", "C", "N", "N", "N", "O", "F", "H", "H"],
  "xyz": [[-1.2624, -1.2116, -0.2045], [0.6644, 0.7666, 0.1591], [-0.1203, -1.6669, -0.0335], [1.4037, -0.2003, 0.1469], [1.0672, -1.4486, 0.2604], [-0.5817, 1.0787, 0.5000], [1.3056, 1.9814, -0.2326], [-1.7679, -1.3044, -1.0981], [-0.7086, 2.0052, 0.5024]],
  "atomic_forces_ev_per_a": [[1.8, 1.8, 1.2], [-0.6, 5.8, -0.9], [-3.4, -3.5, -2.1], [2.3, -0.1, 0.5], [2.3, -1.0, 1.7], [0.5, -2.1, 0.4], [-0.9, -1.6, 0.5], [-2.1, -1.2, -1.3], [0.1, 1.8, 0.0]]
}

---

These records have strongest force on any atom values of 3.29; 3.76; 5.94 eV Å⁻¹, in the order they appear.
These records have electronic energy values of -324.41840; -1742.85255; -416.51938 Ha, in the order they appear.
These records have relative energy (zero: lowest compared OMol25 entry of this formula, charge and spin) values of 148.4; 292.3; 174.0 kJ/mol, in the order they appear.